Entry from the Open Molecules 2025 dataset: a structure of composition C30H33Cl72N6O at a distorted geometry (wB97M-V/def2-TZVPD).

Last column: Löwdin charge in e.
Positions of all 142 atoms, in Å:
C  -1.128274  0.622603  0.547202  -0.0634
C  -0.223746  -0.624892  -0.033802  -0.2283
C  -0.202590  -0.861959  -1.638911  -0.0491
N  0.414202  -1.377467  0.899844  0.0106
N  1.790484  -1.301583  0.804326  -0.0691
N  2.636830  -0.472614  0.108684  0.1710
C  4.009138  -0.969703  0.421500  -0.1873
N  5.346224  -0.458962  -0.099543  0.1590
C  5.693250  -1.413276  -1.009297  -0.2314
O  6.209827  -2.364531  -1.716458  -0.1129
N  4.038004  -2.129761  1.373666  0.1966
C  2.574353  -2.291763  1.585487  -0.2373
N  1.868062  -3.198169  2.349551  0.0949
H  -0.663228  0.924104  1.562936  0.0224
H  -2.177350  0.161446  0.769829  0.1012
H  -1.228934  1.486723  -0.216525  0.0783
H  -0.103087  -1.997430  -1.920645  0.1119
H  -1.198481  -0.487545  -2.119068  0.1097
H  0.659096  -0.245900  -2.132050  -0.0186
H  2.353811  0.320243  -0.496837  0.1034
H  1.549510  -2.965975  3.308630  0.1316
H  1.667139  -4.114600  1.884253  0.1179
C  0.953963  3.859511  0.171106  -1.4824
Cl  1.149070  2.978467  -1.354382  0.5234
Cl  -0.597137  4.710601  0.203564  0.5305
Cl  1.087114  2.753595  1.548099  0.5603
H  1.753143  4.598586  0.245544  0.0265
C  -3.048155  -3.645950  1.146179  -1.5238
Cl  -3.538404  -3.055620  -0.450160  0.5292
Cl  -1.287974  -3.564836  1.325430  0.5467
Cl  -3.844543  -2.716011  2.424411  0.5123
H  -3.355925  -4.689103  1.236482  -0.0831
C  -6.151263  -0.690208  4.814050  -1.5193
Cl  -7.130771  -2.161800  4.899778  0.5190
Cl  -4.461262  -1.045163  5.209276  0.5080
Cl  -6.272659  0.045686  3.207936  0.5176
H  -6.533942  0.021015  5.547629  0.0219
C  -3.578397  2.543056  5.189939  -1.5530
Cl  -2.775180  1.923491  3.738380  0.4884
Cl  -2.394825  3.245096  6.304044  0.5321
Cl  -4.810489  3.738554  4.756649  0.5267
H  -4.070500  1.708963  5.692273  -0.0278
C  -8.804971  -5.889391  3.683004  -1.5267
Cl  -9.295835  -5.301861  2.086409  0.5253
Cl  -7.044535  -5.807746  3.861544  0.4931
Cl  -9.603471  -4.959342  4.960838  0.4909
H  -9.111500  -6.932375  3.774450  0.0196
C  3.496762  -1.198600  -4.049050  -1.4501
Cl  4.323720  -2.226457  -2.864077  0.7334
Cl  2.367577  -2.153198  -5.023552  0.4979
Cl  2.651097  0.130128  -3.238707  0.5754
H  4.247088  -0.770846  -4.714273  -0.0639
C  -0.993693  -3.641082  -7.083549  -1.4994
Cl  -1.422326  -3.033238  -8.689592  0.5171
Cl  0.759549  -3.583317  -6.845704  0.4656
Cl  -1.823889  -2.712277  -5.824278  0.5144
H  -1.315853  -4.680944  -7.012184  0.0234
C  -1.098407  8.519595  -0.950020  -1.5566
Cl  -2.287232  7.406830  -0.254164  0.5073
Cl  -0.059424  9.191701  0.317075  0.5679
Cl  -0.125394  7.699851  -2.181796  0.5001
H  -1.634148  9.341127  -1.425800  -0.0690
C  -2.669401  -8.137206  1.775945  -1.5256
Cl  -3.915333  -6.899391  2.005157  0.5663
Cl  -3.031108  -9.127844  0.354175  0.5487
Cl  -1.070725  -7.389612  1.622617  0.5231
H  -2.663009  -8.785285  2.654134  -0.0678
C  4.483367  -4.054865  -9.239248  -1.5172
Cl  3.855090  -5.514104  -10.020638  0.5372
Cl  3.839491  -2.603426  -10.022807  0.4912
Cl  4.092093  -4.056439  -7.511675  0.4890
H  5.569243  -4.048972  -9.344825  -0.0119
C  -2.641344  9.484386  -5.214376  -1.5181
Cl  -2.493403  11.192621  -5.655019  0.5267
Cl  -1.305918  8.547067  -5.902423  0.5321
Cl  -2.689482  9.297225  -3.453239  0.5343
H  -3.576930  9.102845  -5.626062  0.0122
C  -11.632454  -2.320554  7.288915  -1.5313
Cl  -12.472949  -3.303667  6.079507  0.5087
Cl  -10.276949  -3.219829  7.989326  0.5035
Cl  -11.067740  -0.802419  6.573071  0.5128
H  -12.336306  -2.082826  8.087780  0.0179
C  -5.883558  12.466007  -3.438723  -1.5256
Cl  -4.505153  13.207673  -2.610918  0.5269
Cl  -6.393491  13.460802  -4.811388  0.5094
Cl  -5.478772  10.827338  -3.974341  0.5156
H  -6.713806  12.401756  -2.733819  -0.0092
C  7.273533  -3.798883  2.643367  -1.5567
Cl  6.084344  -4.916139  3.331217  0.5004
Cl  8.309033  -3.131846  3.915273  0.5248
Cl  8.249240  -4.611165  1.408969  0.5189
H  6.736931  -2.975253  2.170030  -0.0147
C  0.229479  -9.024079  4.732469  -1.5162
Cl  0.768029  -8.499735  6.335213  0.4810
Cl  1.112562  -10.471365  4.222297  0.5368
Cl  -1.515918  -9.327441  4.730494  0.5692
H  0.439685  -8.224545  4.020643  -0.0142
C  0.139533  -7.021807  10.233036  -1.5042
Cl  0.283716  -5.309832  9.802970  0.5186
Cl  1.467214  -7.955942  9.525449  0.4505
Cl  0.107071  -7.220299  11.993031  0.5011
H  -0.799923  -7.400017  9.827393  0.0199
C  6.847113  1.470706  -5.218822  -1.5458
Cl  6.312492  0.120528  -4.204537  0.5825
Cl  5.591958  1.901028  -6.393013  0.5307
Cl  7.268238  2.869835  -4.219209  0.5310
H  7.736988  1.158425  -5.765326  -0.0528
C  5.484823  6.625176  -3.249360  -1.5318
Cl  5.947041  6.764030  -4.952632  0.5263
Cl  3.886545  5.876718  -3.097400  0.4965
Cl  6.694632  5.695788  -2.350092  0.4996
H  5.436198  7.628429  -2.823589  0.0196
C  8.670944  -1.607414  -7.741496  -1.5017
Cl  7.440775  -0.351483  -7.524365  0.5614
Cl  8.324957  -2.573793  -9.184418  0.5418
Cl  10.284120  -0.885911  -7.848076  0.5423
H  8.646052  -2.266532  -6.872451  0.0230
C  4.936018  -9.146524  7.858575  -1.5228
Cl  3.768842  -9.401076  6.550709  0.4903
Cl  4.196917  -9.493579  9.429579  0.4923
Cl  6.373985  -10.150263  7.612812  0.5324
H  5.241980  -8.099314  7.846985  0.0025
C  1.041999  12.685815  0.516708  -1.5594
Cl  0.548673  13.265199  -1.082182  0.5138
Cl  2.802108  12.768520  0.693051  0.5164
Cl  0.244252  13.621123  1.791177  0.5208
H  0.735913  11.643326  0.613111  -0.0692
C  1.151213  -1.619588  -12.649329  -1.5236
Cl  0.028639  -1.855073  -13.998214  0.5282
Cl  0.350461  -1.969057  -11.108491  0.4787
Cl  2.588867  -2.634133  -12.852761  0.4929
H  1.466894  -0.575336  -12.643426  0.0196
C  -9.803728  15.297316  -3.941965  -1.5380
Cl  -8.931642  14.297294  -2.769194  0.5092
Cl  -10.946196  14.313532  -4.870402  0.5218
Cl  -10.645552  16.623113  -3.124532  0.5273
H  -9.077905  15.726266  -4.634413  0.0146
C  4.656290  -6.255346  12.024436  -1.5087
Cl  5.061680  -6.120337  10.305343  0.5099
Cl  3.072973  -7.020822  12.232839  0.4862
Cl  5.906123  -7.164568  12.888653  0.5282
H  4.609720  -5.250131  12.445711  0.0201

Forces on the atoms, in the same order (eV/Å):
-0.467 -2.346 0.223
-0.758 0.768 -0.329
0.252 0.254 0.217
0.312 4.569 -1.403
2.522 -4.357 1.422
3.888 -2.340 1.397
-0.762 -2.320 1.920
-1.926 -5.021 -3.824
3.367 -3.131 -0.229
-1.239 7.288 7.400
-5.774 4.673 -3.374
1.328 2.538 -2.022
0.672 -0.224 -0.861
-0.928 -0.505 -2.018
1.553 0.959 -0.435
0.293 -1.630 1.230
0.090 2.213 0.817
1.760 -0.503 1.219
-1.727 -1.295 0.883
0.171 -0.711 0.555
0.373 -0.430 -1.272
0.147 1.346 1.163
-0.260 0.322 0.195
0.103 -0.086 -0.064
0.488 -0.289 -0.033
0.395 0.270 0.018
-0.187 -0.230 -0.059
-0.253 -0.157 0.106
0.093 -0.030 0.073
-0.463 -0.292 0.069
0.200 -0.187 -0.226
0.144 0.405 -0.096
-0.317 -0.092 -0.019
0.138 0.233 0.021
-0.072 0.084 0.119
0.039 -0.002 0.194
0.113 -0.192 -0.200
-0.061 0.128 0.118
-0.042 -0.006 0.057
-0.142 -0.133 -0.118
0.116 -0.197 0.044
0.185 0.196 -0.175
-0.125 0.011 0.002
0.057 -0.099 0.164
-0.084 -0.054 -0.001
0.149 -0.174 -0.178
0.105 0.301 -0.028
-0.648 -0.864 -0.465
-2.953 0.739 -2.511
0.312 0.596 0.512
0.423 0.326 -0.206
-0.331 -0.114 0.260
-0.067 -0.032 -0.119
-0.043 -0.170 0.343
-0.525 -0.410 -0.515
0.044 -0.093 -0.042
0.092 0.302 -0.010
0.161 -0.121 0.006
-0.096 0.311 -0.083
-0.091 -0.135 -0.050
0.012 0.074 0.254
0.292 -0.211 0.306
-0.131 -0.255 -0.179
-0.024 -0.248 0.122
0.068 0.162 0.231
-0.075 -0.059 0.063
0.016 0.295 -0.353
0.025 0.069 -0.159
0.093 0.181 0.096
0.363 -0.249 0.550
0.177 -0.012 -0.045
-0.304 0.004 0.065
0.063 0.193 -0.211
0.055 -0.262 0.028
-0.183 0.055 0.084
-0.221 -0.034 -0.508
0.250 0.096 0.146
-0.061 0.007 0.000
0.033 0.143 0.186
-0.137 0.093 -0.025
-0.069 -0.132 0.090
0.213 -0.068 -0.232
-0.044 0.146 -0.063
-0.156 -0.103 -0.055
0.206 -0.180 0.027
-0.465 0.206 0.157
0.219 0.004 -0.215
0.059 0.059 -0.001
0.046 0.130 -0.086
-0.154 -0.038 -0.165
-0.143 0.121 0.085
0.105 -0.246 0.151
0.269 0.076 0.059
-0.510 0.040 -0.362
-0.113 0.208 0.018
0.102 -0.028 0.185
-0.122 -0.250 0.173
-0.022 -0.074 -0.088
-0.036 -0.130 0.016
-0.402 0.131 0.027
-0.525 -0.082 -0.214
0.256 0.129 0.142
0.167 0.654 0.156
0.488 0.116 0.059
0.087 -0.045 0.210
-0.125 -0.248 -0.147
-0.313 0.133 0.301
0.088 0.073 -0.114
-0.074 -0.002 0.246
0.066 0.061 0.024
-0.111 0.172 0.015
0.005 -0.299 -0.110
0.188 -0.115 -0.009
0.122 -0.554 -0.515
-0.001 0.077 0.176
-0.237 -0.107 0.061
-0.011 0.187 -0.246
0.125 -0.059 0.030
0.409 0.012 0.217
0.245 -0.095 -0.225
-0.118 0.162 0.032
-0.093 -0.287 0.027
-0.012 0.026 0.043
0.017 -0.142 0.146
-0.169 -0.064 -0.018
0.066 -0.149 -0.130
0.096 0.383 -0.056
-0.004 0.008 -0.141
0.119 0.081 0.150
0.196 0.096 -0.201
-0.359 0.197 -0.376
-0.094 -0.305 -0.006
-0.062 0.066 -0.094
-0.207 0.132 0.104
0.178 0.109 0.076
0.155 -0.156 -0.117
-0.183 -0.138 0.207
-0.015 -0.158 0.204
-0.014 0.148 0.078
0.696 0.345 0.115
-0.102 0.147 -0.098
0.022 -0.284 -0.154

As for the molecular weight: 3046.3 g mol⁻¹. Its gap between HOMO and LUMO is 0.2656 Ha. Its total charge is +1. For the calculated total energy, the calculation gives -34699.8104 Eh.